Molecular formula: C4H10S2
Method: DFT, the ωB97M-V functional and the def2-TZVPD basis

Geometry (Å):
C (0.803, -0.758, -0.280)
C (2.324, -0.636, -0.187)
C (0.168, 0.436, -0.981)
S (0.318, 2.001, -0.116)
S (-2.528, -0.936, 0.096)
C (-2.423, 0.540, 1.092)
H (0.373, -0.699, 0.715)
H (0.487, -1.684, -0.757)
H (2.820, -1.077, -1.059)
H (2.717, -1.141, 0.704)
H (2.588, 0.411, -0.096)
H (-0.929, 0.260, -1.055)
H (0.514, 0.605, -2.004)
H (-3.318, 0.644, 1.718)
H (-2.367, 1.447, 0.475)
H (-1.547, 0.586, 1.734)

Values from the calculation:
energy relative to the best compared isomer or geometry (same formula, charge and spin): 0.000 eV
gap between HOMO and LUMO (spin up / spin down): 7.43 / 4.77 eV
expectation value of S²: 0.757
HOMO (spin up / spin down): -3.70 / -2.70 eV
multiplicity: 2
net charge: -1

These are the natural (NBO) partial charges, in e, on atoms 1 to 4: C -0.42; C -0.62; C -0.57; S -0.33